Entry 1:
DFT (wB97M-V/def2-TZVPD) results for one molecule with the formula C4H4N2.

Summary:
LUMO (alpha / beta) = -0.0628 / -0.0628 hartree

Structure (XYZ):
```
10
Properties=species:S:1:pos:R:3:forces:R:3:mulliken_charge:R:1
C 1.137 0.960 -0.391 -0.5 -1.3 1.1 -0.047
C 0.787 -0.158 -1.224 -3.4 -0.9 1.9 -0.336
C -1.092 -0.436 0.938 1.5 0.8 -3.3 -0.315
C -0.618 -0.716 -0.552 1.0 -1.5 0.9 -0.313
N 0.853 1.082 0.888 0.4 0.1 -0.7 -0.581
N -0.143 0.374 1.433 -1.1 -1.6 2.0 0.247
H 1.974 1.529 -0.646 1.0 1.3 -0.6 0.420
H -1.453 -0.743 -1.272 0.3 0.1 0.2 0.381
H -0.538 -1.892 -0.331 0.4 1.9 -0.8 0.254
H -0.143 0.311 2.460 0.4 1.1 -0.6 0.290
```
Positions in Å, forces in eV/Å.

***

Entry 2:
DFT (wB97M-V/def2-TZVPD) results for C7H12 as an isolated structure.

Summary:
LUMO = 0.0150 hartree

Structure (XYZ):
```
19
Properties=species:S:1:pos:R:3:forces:R:3:mulliken_charge:R:1
C 1.834 1.146 -0.659 -1.1 0.6 1.7 -0.818
C 1.385 -0.092 -1.433 -0.5 0.1 0.6 -0.455
C 0.169 -0.452 -0.565 -0.2 -0.3 -0.2 -1.133
C -0.778 -1.641 -0.787 0.0 -0.1 -0.1 -0.457
C -1.688 -1.363 0.345 -0.1 0.5 0.5 -0.280
C -1.857 -0.564 1.245 0.2 -0.4 -0.5 0.270
C -1.655 0.583 2.105 2.2 1.4 -0.7 -0.730
H 1.704 2.090 -1.174 0.3 0.0 0.1 0.342
H 0.782 1.520 0.709 2.3 -0.8 -2.9 0.066
H 2.753 1.029 -0.097 0.0 0.3 -0.1 0.338
H 1.077 0.097 -2.477 0.2 0.2 0.5 0.305
H 2.112 -0.923 -1.453 -0.1 0.5 0.2 0.312
H -0.447 0.452 -0.567 0.0 -0.3 0.0 0.545
H 0.564 -0.543 0.452 -0.2 -0.1 -0.2 0.568
H -1.273 -1.590 -1.762 0.0 -0.1 0.1 0.310
H -0.256 -2.598 -0.703 -0.2 0.0 0.0 0.311
H -0.488 1.232 1.625 -3.3 -1.8 1.3 -0.103
H -1.460 0.307 3.151 0.0 0.2 -0.4 0.309
H -2.478 1.310 2.046 0.4 -0.1 0.1 0.303
```
Positions in Å, forces in eV/Å.

***

Entry 3:
DFT (wB97M-V/def2-TZVPD) results for a 7-piece molecular cluster, CH16O6 overall.

Summary:
LUMO = 0.0062 hartree

Structure (XYZ):
```
23
Properties=species:S:1:pos:R:3:forces:R:3:mulliken_charge:R:1
C 1.040 1.501 2.707 -1.3 -0.2 0.5 -0.908
H 1.768 0.718 2.853 0.5 0.2 -0.1 0.329
H 0.188 1.045 2.201 0.1 0.0 -0.4 0.031
H 1.357 2.388 2.172 0.4 -0.1 -0.1 0.257
H 0.635 1.794 3.679 0.3 0.1 0.0 0.330
H -0.458 -3.605 -2.299 0.3 0.1 0.3 0.347
H -0.871 -4.137 -3.643 0.4 0.0 0.0 0.318
O -0.080 -3.869 -3.150 -0.7 0.0 -0.1 -0.620
H 2.886 2.359 -1.627 -0.1 0.1 -0.1 0.322
H 2.080 2.011 -0.365 -0.1 0.1 0.0 0.292
O 2.775 1.694 -0.945 0.2 -0.2 0.1 -0.614
H -1.876 2.615 2.131 0.2 0.2 -0.4 0.323
H -2.183 2.966 0.618 0.4 0.0 0.2 0.336
O -2.566 2.777 1.479 -0.6 -0.2 0.2 -0.666
H -1.549 -2.368 -0.343 0.1 0.2 0.1 0.315
H -0.642 -3.311 0.433 0.1 -0.1 0.0 0.303
O -0.710 -2.841 -0.402 -0.2 -0.1 -0.1 -0.679
H 0.756 -0.737 -3.457 0.0 -0.3 0.3 0.312
H 2.130 -0.519 -2.749 -0.3 -0.1 0.0 0.323
O 1.611 -0.314 -3.535 0.3 0.4 -0.3 -0.637
H -1.701 -0.542 1.958 -0.5 0.5 0.3 0.296
H -2.599 0.557 1.162 0.0 0.2 0.8 0.329
O -1.991 -0.183 1.120 0.5 -0.7 -1.2 -0.639
```
Positions in Å, forces in eV/Å.

***

Entry 4:
DFT (wB97M-V/def2-TZVPD) results for an isolated ion of composition C11H22BN4O4 and charge +1.

Summary:
Total charge = +1
LUMO = -0.1297 hartree

Structure (XYZ):
```
42
Properties=species:S:1:pos:R:3:forces:R:3:mulliken_charge:R:1
C 0.731 -1.799 1.509 -0.8 -0.2 -0.8 -0.394
C -0.112 -3.099 1.079 0.4 1.8 -1.0 0.130
O 0.471 -4.308 1.542 -0.3 1.1 0.2 -0.527
C -0.201 -3.035 -0.516 -0.2 -1.2 1.5 -1.021
N -0.878 -1.762 -0.827 0.6 -0.5 -0.8 0.017
C -0.690 -1.314 -2.229 -0.6 1.5 0.9 -0.892
C 0.236 -0.014 -2.159 0.4 -2.6 -1.9 0.328
O -0.525 1.207 -1.995 0.5 0.1 0.0 -0.342
N -0.452 1.719 -0.758 0.2 2.0 4.6 0.452
C -1.442 1.586 0.230 -1.3 1.0 2.4 0.022
B -2.857 0.837 0.271 -1.6 -0.7 -0.4 0.380
N -3.443 0.497 1.582 2.2 -0.9 -1.5 -0.653
O -3.626 0.506 -0.880 1.8 -0.2 0.9 -0.514
C -1.105 2.344 1.419 1.1 -1.7 -4.0 -0.416
N 0.173 2.852 1.095 -1.1 -0.3 -1.1 0.013
C 0.527 2.530 -0.191 0.4 -0.2 -0.6 0.313
C 1.816 3.051 -0.853 1.6 -0.3 2.0 -1.003
C 3.138 2.546 0.029 0.5 -1.7 2.1 0.168
C 3.291 0.889 0.121 -2.0 1.5 -1.1 -0.359
O 2.826 1.897 1.287 -0.7 2.7 -3.8 -0.347
H 1.425 -1.583 0.644 -0.3 -0.3 1.2 -0.111
H 0.023 -0.919 1.541 0.8 -0.9 0.2 -0.005
H 1.266 -1.932 2.483 -0.4 0.2 -0.9 0.488
H -1.173 -2.921 1.427 0.9 -0.6 0.0 0.156
H 0.743 -4.114 2.461 -0.1 -0.5 -0.6 0.371
H -0.767 -3.942 -0.872 0.5 0.8 0.2 0.378
H 0.836 -3.106 -0.952 -1.0 0.4 0.4 0.403
H -1.853 -1.763 -0.536 0.3 -0.4 -0.3 0.121
H -1.706 -0.983 -2.597 1.2 -0.4 -0.1 0.344
H -0.237 -2.101 -2.894 -0.5 0.9 0.6 0.409
H 0.727 0.051 -3.174 -0.3 0.4 1.1 0.271
H 0.994 -0.210 -1.363 -0.7 0.6 -0.6 -0.210
H -2.651 0.261 2.188 -0.6 0.2 0.4 0.285
H -4.007 -0.358 1.497 -0.2 0.8 0.3 0.265
H -3.719 -0.462 -0.891 -0.6 0.5 -0.2 0.320
H -1.714 2.459 2.340 1.0 0.1 -0.8 0.470
H 0.746 3.439 1.709 -0.2 -0.4 -0.5 0.270
H 1.990 2.725 -1.904 -0.5 0.4 0.8 0.318
H 1.857 4.172 -0.717 -0.2 -1.1 -0.6 0.409
H 4.109 3.163 -0.074 -1.7 -1.1 0.3 0.407
H 2.544 0.849 -0.769 -0.4 0.0 1.3 -0.009
H 2.689 0.144 0.700 2.2 -0.9 -0.1 0.294
```
Positions in Å, forces in eV/Å.

***

Entry 5:
DFT (wB97M-V/def2-TZVPD) results for C3H3FO4V as an isolated structure.

Summary:
Total charge = +3
LUMO (alpha / beta) = -0.5296 / -0.5754 hartree
2S+1 = 5

Structure (XYZ):
```
12
Properties=species:S:1:pos:R:3:forces:R:3:mulliken_spin:R:1
C 2.430 -0.571 1.514 0.2 -0.6 -0.5 0.003
C 1.488 0.535 1.220 0.2 0.4 -0.4 0.016
O 0.177 0.109 1.323 -1.3 -0.4 0.8 0.705
O 3.677 -0.478 1.511 0.0 0.0 0.1 0.005
H 2.113 -1.614 1.678 0.1 0.2 0.2 0.000
H 1.705 0.947 0.212 0.0 0.1 0.1 0.029
H 1.667 1.372 1.926 -0.1 0.0 -0.1 0.027
F 4.098 0.813 1.221 -0.1 0.0 0.0 0.000
C -1.252 -0.028 0.165 2.1 0.8 -1.4 0.204
O -2.407 -0.189 0.373 0.5 0.2 -0.4 -0.017
V -4.758 -1.272 1.120 -1.7 -0.6 0.1 3.003
O -3.075 -0.662 1.496 0.0 -0.1 1.4 0.026
```
Positions in Å, forces in eV/Å.

***

Entry 6:
DFT (wB97M-V/def2-TZVPD) results for a 2-piece molecular cluster, C2H7NO overall.

Summary:
LUMO = 0.0269 hartree

Structure (XYZ):
```
11
Properties=species:S:1:pos:R:3:forces:R:3:mulliken_charge:R:1
C 1.071 0.831 0.921 -0.1 0.2 0.1 -0.571
C 1.254 -0.491 0.877 -1.8 0.0 1.8 -0.016
N 2.306 -1.205 1.467 2.6 -1.5 -1.8 -0.643
H 1.804 1.628 0.883 0.5 -0.5 0.8 0.264
H 0.068 1.189 1.133 -0.3 0.0 -1.3 0.202
H 0.386 -1.116 0.664 -0.4 0.2 0.1 0.241
H 2.544 -1.994 0.850 0.3 0.5 -0.2 0.255
H 2.131 -1.782 2.280 -0.9 1.0 0.6 0.268
H -3.241 1.294 -2.641 0.1 -0.1 0.1 0.320
H -4.294 0.364 -3.252 0.0 -0.2 0.0 0.319
O -4.031 1.282 -3.183 -0.1 0.3 -0.1 -0.639
```
Positions in Å, forces in eV/Å.

***

Entry 7:
DFT (wB97M-V/def2-TZVPD) results for an isolated ion of composition C2H4BrO2S and charge -1.

Summary:
Total charge = -1
LUMO = 0.1464 hartree

Structure (XYZ):
```
10
Properties=species:S:1:pos:R:3:forces:R:3:mulliken_charge:R:1
C 0.536 0.868 -0.839 -1.1 0.3 3.2 -1.318
C 0.365 0.340 0.593 0.4 -0.7 1.6 0.358
O -0.733 0.862 1.272 -0.1 0.2 -0.1 -0.567
O -1.863 -0.866 -0.422 -0.1 0.3 -1.0 -0.534
S -0.975 -0.888 0.723 -0.1 1.1 1.9 0.473
Br -0.211 -3.340 0.654 0.6 -1.1 -0.2 -0.726
H -0.271 1.567 -0.978 -0.2 0.1 -0.3 0.313
H 0.460 0.040 -1.429 -0.3 -2.0 -2.2 0.336
H 1.451 1.312 -0.955 2.3 1.3 -0.4 0.387
H 1.241 0.105 1.382 -1.3 0.5 -2.4 0.277
```
Positions in Å, forces in eV/Å.